1.
ORCA calculation (wB97M-V/def2-TZVPD) on C38H41Br2CoN4P2 as an isolated structure at a distorted geometry.

Calculated values
Spin multiplicity: 5
Total charge: +2
LUMO level (alpha / beta): -5.605 / -8.305 eV
Energy above the lowest of the compared OMol25 structures with the same formula, charge and spin: 23.8 kcal/mol

Last column: Mulliken spin population.
Element x y z (Å)
Co: -0.712643 0.644155 0.096020  2.5816
Br: -5.257077 1.479732 -4.888348  -0.0006
C: -3.969102 1.411291 -3.544694  -0.0040
C: -2.626031 1.517924 -3.855356  0.0057
C: -1.714204 1.388118 -2.827328  -0.0083
N: -2.064810 1.184386 -1.558616  0.0685
C: -3.368349 1.158183 -1.255929  -0.0047
C: -4.354426 1.243790 -2.222539  -0.0007
C: -3.690511 0.998158 0.193165  0.0142
C: -4.870439 1.481747 0.730621  -0.0026
C: -5.105075 1.308375 2.085232  0.0012
Br: -6.662637 1.973713 2.855245  0.0002
C: -4.168374 0.646140 2.861499  -0.0010
C: -3.011189 0.218790 2.246209  0.0236
N: -2.752432 0.395217 0.943616  -0.0058
H: -2.294422 1.686656 -4.872650  0.0004
H: -0.649584 1.448367 -3.027489  -0.0005
H: -5.402688 1.169080 -1.962018  0.0009
H: -5.590163 2.004417 0.112804  0.0006
H: -4.328345 0.478819 3.918595  -0.0001
H: -2.249663 -0.296735 2.823339  0.0000
C: 0.908267 -0.002424 3.469520  0.0206
P: 1.141749 -0.009126 1.660995  0.1524
C: 1.431087 -1.808968 1.368759  0.0098
N: 2.340902 -2.384363 2.118328  -0.0020
C: 2.576139 -3.705077 1.951297  -0.0007
C: 3.591710 -4.341524 2.706925  0.0000
C: 3.807773 -5.672093 2.534690  0.0002
C: 3.019354 -6.432616 1.624326  0.0001
C: 2.036131 -5.847746 0.889632  -0.0002
C: 1.804905 -4.456368 1.030756  -0.0013
N: 0.839250 -3.857509 0.297172  -0.0022
C: 0.661093 -2.564227 0.424206  0.0334
P: -0.756925 -1.788777 -0.477214  0.0251
C: -2.088794 -2.686559 0.397014  0.0078
C: -0.816254 -2.462690 -2.223901  0.0067
C: 0.329491 -1.762136 -2.973600  0.0160
C: -2.194442 -2.058321 -2.789134  0.0022
C: -0.690145 -3.975475 -2.388075  -0.0009
C: 2.815692 0.790366 1.387425  -0.0090
C: 3.977131 0.195034 2.183086  0.0044
C: 2.684885 2.268894 1.818214  0.0271
C: 3.109642 0.627331 -0.114911  -0.0010
H: 1.762280 -0.489017 3.936149  0.0016
H: 0.005096 -0.552957 3.727842  -0.0003
H: 0.813728 1.019269 3.839163  0.0005
H: 4.176538 -3.752190 3.404713  0.0001
H: 4.587851 -6.166655 3.101991  0.0000
H: 3.204908 -7.495894 1.520891  0.0000
H: 1.422333 -6.415470 0.199206  0.0001
H: -1.906022 -3.756132 0.306558  0.0024
H: -3.065501 -2.438286 -0.021331  -0.0006
H: -2.084231 -2.418086 1.452200  -0.0009
H: 0.317148 -0.677525 -2.824891  -0.0027
H: 0.245061 -1.957449 -4.046237  0.0001
H: 1.301954 -2.137725 -2.641488  0.0011
H: -2.503561 -1.059260 -2.499532  -0.0006
H: -2.967920 -2.757160 -2.461355  0.0000
H: -2.162275 -2.092028 -3.884058  0.0001
H: 0.253961 -4.361758 -2.027913  0.0005
H: -0.760975 -4.189705 -3.461639  0.0008
H: -1.500730 -4.513498 -1.892265  0.0000
H: 3.828209 0.276442 3.261667  0.0003
H: 4.869973 0.780392 1.930587  -0.0005
H: 4.174889 -0.840573 1.936662  0.0003
H: 2.819311 2.363957 2.898585  0.0003
H: 1.728228 2.722123 1.565581  -0.0041
H: 3.467860 2.863308 1.334687  0.0014
H: 3.435976 -0.394137 -0.332185  0.0007
H: 3.913623 1.308460 -0.416421  0.0010
H: 2.236258 0.840235 -0.735257  0.0052
C: 2.228980 5.694426 -2.038600  0.0241
C: 2.369053 4.410977 -2.555294  0.0217
C: 1.643567 3.353758 -2.012865  0.1364
C: 0.783422 3.555320 -0.930118  0.1191
C: 0.092984 2.489154 -0.294615  0.2240
C: -0.724039 2.799909 0.824664  0.0839
C: -0.971695 4.077187 1.278587  0.0806
C: -0.274329 5.115127 0.654312  0.1994
C: 0.625162 4.875580 -0.423111  -0.0251
C: 1.350075 5.931293 -0.986464  0.1544
H: 2.793965 6.513307 -2.467270  0.0023
H: 3.046717 4.236748 -3.384153  0.0003
H: 1.751529 2.354456 -2.421679  0.0357
H: -1.167284 1.930742 1.344718  -0.0242
H: -1.659559 4.274610 2.092045  0.0045
H: -0.409524 6.137133 0.994887  -0.0049
H: 1.220526 6.935643 -0.593840  0.0036

Atomic forces in eV per Å
0.32 -1.05 -1.06
-0.11 0.03 -0.10
-0.12 -0.01 0.04
0.15 0.04 -0.13
0.22 0.06 0.08
-0.27 -0.04 0.09
0.01 -0.09 0.18
-0.13 0.05 0.08
0.11 -0.08 -0.17
-0.11 -0.02 -0.14
-0.06 0.04 -0.03
-0.14 0.05 0.06
0.05 -0.10 0.10
0.17 -0.15 -0.08
-0.04 0.44 0.03
-0.03 -0.05 0.09
-0.05 -0.01 0.04
0.08 -0.01 -0.04
0.06 -0.05 0.06
0.01 0.00 -0.07
0.01 0.09 -0.04
-0.02 0.11 -0.08
0.39 -0.33 0.22
-0.22 -0.12 -0.25
-0.05 0.01 -0.01
-0.01 0.08 0.01
-0.02 0.12 0.05
0.03 -0.23 -0.03
0.14 -0.09 0.12
-0.09 0.05 -0.06
-0.05 0.01 -0.07
-0.03 0.05 -0.03
0.20 0.20 0.19
0.10 -0.63 0.02
-0.11 0.12 -0.14
0.03 0.31 0.01
-0.06 -0.05 0.00
0.09 -0.11 -0.08
-0.03 -0.02 -0.12
-0.21 0.15 -0.13
0.10 0.13 0.04
0.09 -0.07 -0.09
0.05 0.06 0.05
0.00 -0.03 0.06
-0.02 -0.04 0.03
0.02 -0.01 -0.01
-0.08 -0.02 -0.08
-0.07 0.00 -0.06
0.02 0.10 0.03
0.05 0.09 0.04
-0.02 -0.03 0.01
0.04 -0.01 0.02
0.01 -0.01 0.03
-0.02 -0.03 -0.02
0.02 -0.01 0.06
-0.06 0.03 0.00
-0.03 0.15 0.01
0.07 0.06 -0.01
0.01 -0.04 0.14
0.12 -0.03 0.05
-0.03 -0.01 0.13
0.07 0.04 0.01
0.00 -0.03 -0.07
-0.08 -0.06 0.07
0.00 -0.09 -0.04
-0.03 -0.02 -0.08
-0.03 0.01 -0.07
-0.05 -0.10 0.07
-0.03 0.07 0.02
-0.07 -0.11 0.05
0.01 0.05 0.01
-0.06 0.02 0.03
-0.01 -0.06 -0.04
0.15 -0.05 -0.18
-0.21 -0.06 0.25
-0.25 -0.20 0.18
0.33 0.43 -0.01
0.03 0.04 -0.15
0.03 0.06 -0.07
-0.20 0.10 0.27
0.07 0.11 -0.05
-0.03 -0.04 0.05
-0.08 0.00 0.08
0.03 0.06 0.06
-0.16 0.91 0.65
0.07 0.04 -0.03
0.04 -0.08 0.01
0.02 -0.09 -0.08

---

2.
ORCA calculation (wB97M-V/def2-TZVPD) on C20H47Cu2N3O12Sr as an isolated structure at a distorted geometry.

Calculated values
Spin multiplicity: 2
Total charge: +3
LUMO level (alpha / beta): -9.032 / -11.011 eV

Last column: Mulliken spin population.
Element x y z (Å)
Cu: -2.870445 -2.834343 2.757760  0.0000
Cu: -4.772195 -1.630513 -0.305770  0.0000
Sr: -2.423315 1.483967 4.753120  0.0000
O: -1.433735 -0.048653 0.329310  0.0001
C: -2.158955 -0.250803 1.445750  -0.0001
O: -3.251115 -0.856343 1.427230  0.0000
O: -1.834205 0.155077 2.585110  0.0000
H: -0.826745 0.579327 0.727810  0.0000
O: -5.756995 0.006157 2.419060  0.0000
C: -5.642195 1.171437 3.039840  0.0000
O: -4.545675 1.645487 3.256030  0.0000
O: -6.627305 1.816027 3.456710  0.0000
H: -4.836115 -0.144613 2.193590  0.0000
C: -3.049795 3.481007 0.167780  0.0000
O: -3.323635 2.885077 -1.100330  0.0000
C: -4.563285 2.120867 -1.052310  0.0000
C: -4.749275 1.299967 -2.303510  0.0000
N: -4.170095 -0.087193 -2.257350  0.0000
C: -2.767775 -0.121093 -2.452120  0.0001
C: -2.301265 -0.039343 -3.960340  0.0000
O: -2.394365 -1.251033 -4.676870  0.0000
C: -2.288605 -1.124453 -6.085260  0.0000
H: -3.764615 3.330927 0.976860  0.0000
H: -3.152165 4.564567 0.108630  0.0000
H: -2.050745 3.132067 0.428990  0.0000
H: -5.467565 2.727637 -1.005330  0.0000
H: -4.519365 1.499267 -0.158000  0.0000
H: -4.804025 1.856027 -3.239410  0.0000
H: -5.775685 1.024277 -2.061520  0.0000
H: -4.617605 -0.629293 -2.982580  0.0000
H: -2.502135 -1.125683 -2.122940  0.0000
H: -2.225285 0.644257 -1.897110  0.0000
H: -1.258515 0.271597 -4.024230  0.0000
H: -2.875995 0.741737 -4.458040  0.0000
H: -3.006975 -0.347093 -6.345550  0.0000
H: -2.541185 -2.096753 -6.508270  0.0000
H: -1.321455 -0.746063 -6.416240  0.0000
C: 2.074315 -0.237993 -0.459180  0.0018
O: 1.696305 -1.488883 0.201630  -0.0006
C: 0.926545 -2.296393 -0.645900  -0.0001
C: 0.722195 -3.627593 0.193780  0.0000
N: -0.315635 -3.494063 1.185040  0.0000
C: -0.198825 -4.698933 2.038980  0.0000
C: 0.084795 -4.458513 3.486730  0.0000
O: -0.827995 -3.454803 3.908870  0.0000
C: -0.974335 -3.546453 5.315950  0.0000
H: 1.291285 0.503857 -0.302270  0.0000
H: 2.353935 -0.249613 -1.512640  0.0001
H: 3.023535 0.106077 -0.048450  -0.0038
H: 1.489415 -2.637213 -1.514870  0.0000
H: -0.003825 -1.893113 -1.045730  0.0001
H: 1.653735 -3.762333 0.743480  0.0000
H: 0.459655 -4.495933 -0.410510  0.0000
H: 0.006995 -2.745543 1.781470  0.0000
H: 0.536005 -5.384803 1.617420  0.0000
H: -1.114315 -5.289943 2.012850  0.0000
H: 1.102865 -4.115743 3.671500  0.0000
H: 0.057435 -5.368193 4.086590  0.0000
H: -0.134045 -3.083713 5.833520  0.0000
H: -1.182505 -4.565843 5.640950  0.0000
H: -1.842175 -3.009423 5.698770  0.0000
C: 6.494815 -1.507103 -0.720450  -0.0014
O: 6.056455 -0.285933 -0.161690  0.0196
C: 6.907795 0.777717 -0.659580  -0.0069
C: 6.481485 1.947117 0.043920  0.0505
N: 5.265495 2.562137 -0.459100  0.7739
C: 4.750345 3.663957 0.342010  0.0328
C: 3.502155 4.316447 -0.246460  0.0206
O: 2.485415 3.314587 -0.246830  -0.0010
C: 1.181735 3.881177 -0.145660  0.0020
H: 6.737155 -1.673153 -1.770120  0.0008
H: 5.675505 -2.195943 -0.514740  0.0003
H: 7.433035 -1.835193 -0.273010  0.0010
H: 6.641305 0.818407 -1.715720  0.0010
H: 7.988235 0.634617 -0.643110  0.0030
H: 7.308715 2.648807 -0.062890  0.0359
H: 6.568105 1.777907 1.117220  0.0487
H: 4.580855 1.855557 -0.687390  -0.0238
H: 5.429625 4.503627 0.489030  0.0170
H: 4.525085 3.203847 1.304130  0.0335
H: 3.781425 4.536817 -1.276770  -0.0027
H: 3.524255 5.250107 0.315590  -0.0021
H: 1.178595 4.635137 0.641500  0.0003
H: 0.452935 3.159887 0.224050  0.0001
H: 0.634555 4.201087 -1.032430  -0.0005

Atomic forces in eV per Å
1.04 0.42 -0.46
0.76 1.45 -0.44
-1.97 -0.22 -2.34
-0.92 0.13 1.94
-1.26 -0.32 1.17
-1.69 -2.79 -2.01
2.43 1.60 0.93
1.18 0.44 -0.70
0.19 -1.16 -0.85
-7.39 3.13 2.47
8.52 0.67 1.35
0.15 -2.10 -1.28
0.48 -0.68 -0.39
-0.15 0.62 -0.48
-1.45 -0.42 0.86
1.64 0.56 -0.79
-2.11 -1.67 1.72
-1.33 1.16 0.67
2.19 -1.54 -2.09
0.19 0.22 0.23
-0.34 -0.58 1.28
-0.58 0.75 0.44
-0.19 -1.11 -0.06
0.78 0.23 -0.43
0.13 0.38 0.43
0.29 0.63 0.29
-0.20 -0.34 0.05
0.75 -0.17 -0.06
-0.63 0.17 -0.78
-0.07 -0.11 -0.31
0.86 0.05 0.17
-0.39 -0.13 0.10
0.24 0.31 0.37
-0.26 0.21 -0.17
-0.27 -0.17 -0.68
0.13 0.27 -0.09
0.32 -0.32 0.10
0.29 -0.38 0.88
0.45 2.11 -1.31
0.10 -3.12 0.37
-0.03 1.71 -1.42
-0.45 -0.19 1.61
-0.66 -1.13 -0.23
1.16 0.18 -0.66
-1.42 0.05 0.58
-0.59 0.49 1.11
0.06 0.13 -0.08
-0.71 -0.89 -0.35
-0.20 -0.03 0.81
0.36 0.31 -0.21
-0.20 0.41 0.49
0.43 -0.34 -0.50
0.36 0.18 -0.30
-0.09 0.54 0.12
0.22 0.02 0.18
-0.39 0.08 -0.20
0.19 0.51 -0.17
-0.71 -0.14 -0.10
0.36 -0.45 -0.05
0.50 -0.13 -0.05
-0.28 0.37 -0.56
-0.25 -1.98 0.69
1.59 0.80 -1.02
-1.53 -2.58 -1.56
1.40 2.53 -0.39
0.93 -0.47 3.32
-0.64 0.62 -1.07
1.79 -1.72 -0.71
-0.45 1.35 0.26
-1.17 -0.26 1.00
-0.53 1.36 -0.63
0.35 -0.29 0.20
-0.13 -0.07 0.65
0.31 0.46 -0.39
0.00 -0.43 0.61
-0.07 0.83 -0.16
-1.07 0.08 0.47
-0.62 -0.14 -1.00
0.81 -0.61 -0.05
-0.06 -0.08 0.33
-0.33 0.47 -0.19
-1.69 0.06 0.16
0.03 0.41 -0.32
0.47 -0.75 0.24
1.01 0.49 -0.56